1.
The molecule C5H8O at a distorted geometry, computed with wB97M-V/def2-TZVPD.

Computed properties:
SMILES: CC#CCCO
Net charge: 0
Lowest unoccupied orbital energy, eV: 0.606
2S+1: 1
E, eV: -7358.50731
HOMO-LUMO gap, Ha: 0.3617
E_HOMO, eV: -9.24
Relative energy (zero: lowest compared OMol25 entry of this formula, charge and spin), kcal/mol: 86.4

Structure (XYZ):
```
14
Properties=species:S:1:pos:R:3:forces:R:3
C 0.099401 2.763556 -0.723787 -1.046 0.246 0.647
C 0.247072 1.461536 -0.181651 0.698 -0.995 -0.136
C -0.073185 0.308708 0.058913 1.176 0.445 0.216
C 0.645810 -0.965011 0.154448 0.172 -0.445 -0.050
C -0.173786 -2.106634 0.711260 0.301 -0.151 0.216
O -1.385278 -2.239661 0.004579 -0.205 0.150 -0.025
H -0.831929 2.626756 -0.071598 -0.732 1.807 -1.901
H 0.536434 3.657989 -0.299905 0.727 -0.302 0.250
H 0.137082 2.772347 -1.832874 -0.820 0.157 0.797
H 0.960991 -1.184196 -0.871011 0.061 -0.290 0.118
H 1.546747 -0.768924 0.746352 -0.081 -0.342 -0.019
H 0.381181 -3.039546 0.590684 -0.134 -0.023 0.067
H -0.349498 -1.945960 1.786433 -0.037 -0.051 -0.146
H -1.741042 -1.340960 -0.071841 -0.079 -0.206 -0.033
```
Forces are in eV/Å.

natural (NBO) atomic charge list, values in e, 6 entries: atom 1 (C): -0.6953, atom 2 (C): 0.0213, atom 3 (C): -0.1179, atom 4 (C): -0.4851, atom 5 (C): -0.0534, atom 6 (O): -0.7129



2.
The molecule C5H8O, computed with wB97M-V/def2-TZVPD.

Computed properties:
SMILES: O=CCC1CC1
Net charge: 0
Lowest unoccupied orbital energy, eV: 1.068
2S+1: 1
E, eV: -7360.89795
HOMO-LUMO gap, Ha: 0.3944
E_HOMO, eV: -9.67
Relative energy (zero: lowest compared OMol25 entry of this formula, charge and spin), kcal/mol: 31.3

Structure (XYZ):
```
14
Properties=species:S:1:pos:R:3:forces:R:3
O 1.651030 1.757211 -0.661508 0.064 -0.556 0.226
C 1.905120 0.825034 0.062046 -0.042 0.206 -0.115
C 1.007120 -0.354240 0.366804 -0.080 -0.012 0.075
C -0.235864 -0.533419 -0.470140 0.067 -0.029 -0.047
C -1.540019 -0.684186 0.273914 -0.170 -0.131 0.159
C -1.252863 0.567542 -0.501450 -0.068 0.177 -0.074
H 2.856613 0.807049 0.637110 -0.009 0.042 -0.080
H 1.606856 -1.273514 0.404640 0.041 0.183 -0.150
H 0.716560 -0.208812 1.417906 0.047 0.103 -0.027
H -0.104529 -1.098659 -1.392802 -0.062 0.093 0.250
H -2.299189 -1.370333 -0.088266 0.149 0.128 -0.091
H -1.498053 -0.634936 1.360962 0.058 0.001 -0.219
H -1.803246 0.709674 -1.425242 0.116 0.019 0.093
H -1.009541 1.491589 0.016023 -0.112 -0.223 0.002
```
Forces are in eV/Å.

natural (NBO) atomic charge list, values in e, 6 entries: atom 1 (O): -0.5192, atom 2 (C): 0.4480, atom 3 (C): -0.5145, atom 4 (C): -0.2360, atom 5 (C): -0.4164, atom 6 (C): -0.4069



3.
The molecule C5H8O, computed with wB97M-V/def2-TZVPD.

Computed properties:
Net charge: 0
Lowest unoccupied orbital energy, eV: -0.453
2S+1: 1
E, eV: -7358.64155
HOMO-LUMO gap, Ha: 0.3057
E_HOMO, eV: -8.77
Relative energy (zero: lowest compared OMol25 entry of this formula, charge and spin), kcal/mol: 83.3

Structure (XYZ):
```
14
Properties=species:S:1:pos:R:3:forces:R:3
C -1.189796 1.055390 -1.420635 -0.121 -0.042 -0.089
C -1.221326 0.406742 -0.107021 0.015 0.155 -0.064
C 0.906446 -1.404054 0.105365 -0.087 -0.118 -0.119
C 0.754448 -0.418195 1.262447 0.045 0.095 0.012
C -0.230675 0.656985 0.875636 -0.127 0.226 0.168
O -0.410264 1.738660 1.447131 0.144 -0.351 -0.195
H -2.084334 0.897430 -2.022708 0.035 -0.016 0.086
H -1.068417 2.132309 -1.237301 0.054 0.002 0.086
H -0.307901 0.765947 -2.008564 0.051 -0.019 0.147
H -0.081431 -1.613655 -0.332638 0.180 -0.046 0.035
H 1.316965 -2.365755 0.415602 0.031 0.117 0.032
H 1.546180 -0.998094 -0.684589 -0.087 -0.049 0.101
H 0.367010 -0.904938 2.166624 0.015 0.061 -0.176
H 1.703098 0.051229 1.540653 -0.147 -0.014 -0.025
```
Forces are in eV/Å.

natural (NBO) atomic charge list, values in e, 6 entries: atom 1 (C): -0.7752, atom 2 (C): 0.2113, atom 3 (C): -0.6115, atom 4 (C): -0.4991, atom 5 (C): 0.3713, atom 6 (O): -0.5649



4.
A cluster of 2 separate species, C5H8O in total, computed with wB97M-V/def2-TZVPD.

Computed properties:
Net charge: 0
Lowest unoccupied orbital energy, eV: -0.382
2S+1: 1
E, eV: -7356.39499
HOMO-LUMO gap, Ha: 0.3198
E_HOMO, eV: -9.08
Relative energy (zero: lowest compared OMol25 entry of this formula, charge and spin), kcal/mol: 135.1

Structure (XYZ):
```
14
Properties=species:S:1:pos:R:3:forces:R:3
C 2.177018 0.528844 1.043235 -0.056 0.139 -0.066
C -0.053748 -0.051598 -0.046942 0.049 0.204 -0.046
C -0.564145 -1.343583 -0.645096 0.019 -0.140 -0.143
C -1.220782 -0.788729 0.568918 -0.130 0.005 0.141
C -0.329587 1.206092 -0.775456 0.249 0.258 0.012
O 0.395689 2.170539 -0.827163 -0.382 -0.422 -0.017
H 0.914456 -0.196751 0.519227 0.011 0.010 -0.010
H 2.541013 0.959953 0.087875 -0.075 -0.087 0.146
H 1.700020 1.409890 1.522047 0.043 -0.159 -0.073
H -1.088161 -1.281812 -1.596032 0.087 0.026 0.170
H 0.082344 -2.209245 -0.540062 -0.102 0.148 0.014
H -1.038368 -1.266631 1.526466 0.009 0.071 -0.168
H -2.205923 -0.339209 0.468075 0.186 -0.053 -0.009
H -1.309830 1.202240 -1.305095 0.093 0.002 0.051
```
Forces are in eV/Å.

natural (NBO) atomic charge list, values in e, 6 entries: atom 1 (C): -0.3420, atom 2 (C): -0.2850, atom 3 (C): -0.3949, atom 4 (C): -0.3971, atom 5 (C): 0.4373, atom 6 (O): -0.5166



5.
The molecule C5H8O, computed with wB97M-V/def2-TZVPD.

Computed properties:
SMILES: O[C@@H]1CC12CC2
Net charge: 0
Lowest unoccupied orbital energy, eV: 1.010
2S+1: 1
E, eV: -7359.95749
HOMO-LUMO gap, Ha: 0.3931
E_HOMO, eV: -9.69
Relative energy (zero: lowest compared OMol25 entry of this formula, charge and spin), kcal/mol: 53.0

Structure (XYZ):
```
14
Properties=species:S:1:pos:R:3:forces:R:3
O 2.161123 -0.891021 -0.016644 0.131 -0.252 0.247
C 1.255106 0.048355 -0.503635 -0.190 0.219 -0.183
C 0.698494 1.116110 0.423254 -0.072 0.091 0.041
C -0.144162 -0.014397 -0.035255 0.204 -0.062 -0.071
C -1.485598 -0.217916 -0.624300 -0.028 0.144 -0.193
C -1.041148 -1.015918 0.579423 0.169 -0.088 0.156
H 3.007870 -0.462446 0.155715 -0.158 0.011 -0.062
H 1.438782 0.336015 -1.539575 -0.133 0.003 0.111
H 1.035976 1.105589 1.450293 0.068 -0.104 0.066
H 0.522656 2.104531 0.023198 -0.017 0.065 -0.099
H -1.559580 -0.724338 -1.575681 0.046 -0.098 -0.045
H -2.230458 0.551938 -0.481155 -0.024 0.059 0.085
H -1.485298 -0.787271 1.537556 -0.032 0.085 0.034
H -0.805900 -2.060855 0.444167 0.038 -0.072 -0.088
```
Forces are in eV/Å.

natural (NBO) atomic charge list, values in e, 6 entries: atom 1 (O): -0.7036, atom 2 (C): 0.1026, atom 3 (C): -0.4327, atom 4 (C): -0.1091, atom 5 (C): -0.3952, atom 6 (C): -0.3885



6.
The molecule C5H8O, computed with wB97M-V/def2-TZVPD.

Computed properties:
Net charge: 0
Lowest unoccupied orbital energy (alpha / beta), eV: 0.752 / 0.451
2S+1: 1
E, eV: -7358.06773
HOMO-LUMO gap (alpha / beta), Ha: 0.3064 / 0.2904
E_HOMO (alpha / beta), eV: -7.59 / -7.45
Relative energy (zero: lowest compared OMol25 entry of this formula, charge and spin), kcal/mol: 96.6

Structure (XYZ):
```
14
Properties=species:S:1:pos:R:3:forces:R:3
O -2.501324 0.085154 -0.179466 0.104 0.125 0.320
C -1.147740 0.113805 -0.386889 0.141 0.035 -0.024
C 0.711361 1.541047 0.027961 0.062 0.153 0.066
C 1.581752 0.372728 0.110828 -0.191 -0.314 -0.003
C 1.078981 -0.867649 0.139274 0.156 0.067 0.029
C -0.401171 -1.037813 0.168884 -0.005 0.058 0.106
H -2.752051 -0.702307 0.331877 0.211 0.435 0.057
H -0.968080 0.510558 -1.376297 0.220 -0.209 -0.007
H 1.177993 2.413979 0.522911 -0.805 -0.385 0.352
H 0.286646 1.887426 -0.891351 0.253 -0.105 -0.542
H 2.649001 0.499368 0.316849 -0.229 0.085 -0.193
H 1.700160 -1.748344 0.249062 0.030 0.075 0.036
H -0.714389 -1.999783 -0.263592 -0.005 0.213 -0.168
H -0.701138 -1.068165 1.229952 0.058 -0.233 -0.028
```
Forces are in eV/Å.

natural (NBO) atomic charge list, values in e, 6 entries: atom 1 (O): -0.6795, atom 2 (C): 0.2365, atom 3 (C): -0.4838, atom 4 (C): -0.2315, atom 5 (C): -0.2011, atom 6 (C): -0.5500



7.
The molecule C5H8O, computed with wB97M-V/def2-TZVPD.

Computed properties:
SMILES: C=C[C@H](C)C=O
Net charge: 0
Lowest unoccupied orbital energy, eV: 1.027
2S+1: 1
E, eV: -7361.14297
HOMO-LUMO gap, Ha: 0.3956
E_HOMO, eV: -9.74
Relative energy (zero: lowest compared OMol25 entry of this formula, charge and spin), kcal/mol: 25.7

Structure (XYZ):
```
14
Properties=species:S:1:pos:R:3:forces:R:3
C -1.525431 -1.040695 -0.479965 0.115 0.074 -0.068
C -0.566250 -0.307863 -1.040410 -0.176 -0.112 0.036
C 0.411269 0.532927 -0.233742 0.029 0.014 0.037
C 1.562142 -0.271499 0.370927 0.061 -0.063 0.023
C -0.411045 1.228753 0.833364 -0.022 -0.091 0.345
O -0.373678 0.958927 2.010143 0.033 0.183 -0.482
H -1.645658 -1.085911 0.601418 -0.005 0.030 -0.157
H -2.221702 -1.624255 -1.074997 0.152 0.057 0.046
H -0.471228 -0.278601 -2.124803 0.013 -0.038 0.157
H 0.811194 1.314430 -0.894830 -0.088 -0.078 0.097
H 1.178906 -0.997324 1.093214 0.035 0.095 -0.122
H 2.256880 0.390316 0.898806 -0.110 -0.102 -0.079
H 2.115713 -0.809457 -0.404927 -0.109 0.085 0.083
H -1.121116 1.990255 0.445805 0.071 -0.054 0.085
```
Forces are in eV/Å.

natural (NBO) atomic charge list, values in e, 6 entries: atom 1 (C): -0.3875, atom 2 (C): -0.1706, atom 3 (C): -0.3762, atom 4 (C): -0.5965, atom 5 (C): 0.4542, atom 6 (O): -0.5287



8.
A cluster of 3 separate species, C5H8O in total at a distorted geometry, computed with wB97M-V/def2-TZVPD.

Computed properties:
Net charge: 0
Lowest unoccupied orbital energy, eV: 1.210
2S+1: 1
E, eV: -7359.28413
HOMO-LUMO gap, Ha: 0.3923
E_HOMO, eV: -9.47
Relative energy (zero: lowest compared OMol25 entry of this formula, charge and spin), kcal/mol: 68.5

Structure (XYZ):
```
14
Properties=species:S:1:pos:R:3:forces:R:3
O 2.672056 -0.651060 -1.010093 0.015 1.237 0.531
C 2.665347 0.386402 -0.546875 0.069 -1.252 -0.552
C 0.092784 -0.544036 1.209942 -0.030 0.090 0.085
C -0.449813 -1.407012 0.090940 0.044 -0.183 -0.064
C -1.327085 -0.169536 -0.279957 -0.132 0.055 -0.133
C -0.658950 0.513723 0.893373 0.058 -0.003 0.123
H 0.874255 2.343463 -0.863061 -0.078 0.090 -0.015
H 0.827871 -0.733895 1.987727 -0.117 0.041 -0.107
H 0.276164 -1.700969 -0.674797 -0.123 0.020 0.105
H -1.012507 -2.293167 0.403429 0.074 0.122 -0.037
H -1.117592 0.265116 -1.264003 -0.019 -0.063 0.136
H -2.407328 -0.326609 -0.187722 0.150 0.023 -0.007
H 0.333346 2.808716 -1.074118 0.050 -0.022 -0.012
H -0.768553 1.508864 1.315216 0.038 -0.156 -0.053
```
Forces are in eV/Å.

natural (NBO) atomic charge list, values in e, 6 entries: atom 1 (O): -0.5099, atom 2 (C): 0.5156, atom 3 (C): -0.1996, atom 4 (C): -0.4250, atom 5 (C): -0.4247, atom 6 (C): -0.1817